This record from the OMol25 dataset describes 2 unconnected molecules or ions with the total composition C4H15N2O at a distorted geometry. The level of theory is ωB97M-V/def2-TZVPD.

XYZ file:
```
22
Properties=species:S:1:pos:R:3:forces:R:3
C 0.143 -1.456 -0.862 0.3 1.8 -0.7
N 0.623 -2.235 0.191 1.0 -0.9 -0.5
C -0.684 -0.132 -0.480 -3.5 -0.6 0.8
N -0.113 1.029 0.332 1.2 -2.3 -0.6
C -0.866 1.172 1.603 1.4 -0.4 2.1
C -1.496 0.361 -1.680 2.2 1.3 -1.1
H -0.548 -1.997 -1.497 -0.2 -0.3 0.3
H 0.932 -1.028 -1.521 0.3 -0.5 0.5
H 0.303 -3.200 0.314 -0.6 0.2 0.1
H 1.573 -2.157 0.560 -0.1 0.6 0.2
H -1.495 -0.510 0.165 0.7 -0.2 0.1
H -0.122 1.849 -0.280 0.2 0.2 0.4
H 0.886 0.714 0.511 -0.3 1.2 0.1
H -0.795 0.226 2.162 -1.1 -0.5 -1.1
H -1.830 1.599 1.394 -0.4 -0.1 0.4
H -0.308 1.627 2.457 -0.1 1.3 -1.4
H -2.473 0.723 -1.441 -0.7 -0.2 0.4
H -1.505 -0.300 -2.541 -0.3 -0.4 0.2
H -0.961 1.243 -2.076 -0.2 -0.1 -0.2
H 3.338 0.186 0.805 0.4 -0.4 -0.1
H 2.856 1.567 1.114 -0.1 0.1 0.0
O 2.544 0.718 0.769 -0.1 0.2 0.1
```
Positions in Å, forces in eV/Å.

The multiplicity is 2. Its highest occupied orbital energy (alpha / beta) is -20.28 / -20.40 eV. For the HOMO-LUMO gap (alpha / beta), the calculation gives 0.4866 / 0.2861 hartree. As for the net charge: +2. For the energy above the lowest of the compared OMol25 structures with the same formula, charge and spin, the calculation gives 41.49 kcal per mole. The lowest unoccupied orbital energy (alpha / beta) is -7.0373 / -12.6185 eV.

These are the Löwdin partial charges, in e, on atoms 1 to 6: number 1, C, carries -0.0941; number 2, N, carries 0.3344; number 3, C, carries -0.2536; number 4, N, carries 0.0367; number 5, C, carries 0.0128; number 6, C, carries -0.0030

---

This record from the OMol25 dataset describes 2 unconnected molecules or ions with the total composition C4H15N2O at a distorted geometry. The level of theory is ωB97M-V/def2-TZVPD.

XYZ file:
```
22
Properties=species:S:1:pos:R:3:forces:R:3
C -0.162 3.091 0.248 -2.4 -0.6 -2.3
C 0.226 1.605 0.055 -0.1 -0.4 -1.7
C -0.282 0.605 1.083 1.0 -1.2 2.6
C 0.171 -0.884 0.881 -0.3 1.5 2.1
N -0.452 -1.399 -0.303 -5.0 0.2 0.0
N -0.190 1.018 -1.351 3.6 2.1 1.7
H 0.329 3.413 1.136 0.4 0.5 0.7
H 0.100 3.739 -0.659 0.0 -0.9 1.4
H -1.304 3.197 0.377 1.7 -0.1 0.0
H 1.337 1.526 0.011 -0.2 -0.3 -0.2
H 0.122 0.953 2.113 -1.0 -0.5 -1.6
H -1.364 0.540 1.048 -0.3 0.7 0.4
H -0.088 -1.565 1.773 0.3 1.2 -1.3
H 1.202 -0.927 0.715 1.8 -0.2 0.1
H -1.499 -1.530 -0.027 1.8 0.1 -0.8
H -0.567 -0.625 -1.072 0.6 -2.7 1.1
H -0.157 -2.386 -0.427 0.8 -0.5 -1.6
H -0.518 1.799 -1.876 -1.2 0.4 -1.3
H 0.573 0.480 -1.844 -1.0 0.5 0.2
H 1.162 -4.203 -1.347 3.4 -2.1 -3.8
H 0.709 -4.490 0.140 0.4 -0.2 -1.0
O 0.651 -3.956 -0.673 -4.0 2.6 5.1
```
Positions in Å, forces in eV/Å.

The multiplicity is 2. Its highest occupied orbital energy (alpha / beta) is -19.39 / -19.38 eV. For the HOMO-LUMO gap (alpha / beta), the calculation gives 0.4445 / 0.2127 hartree. As for the net charge: +2. For the energy above the lowest of the compared OMol25 structures with the same formula, charge and spin, the calculation gives 58.75 kcal per mole. The lowest unoccupied orbital energy (alpha / beta) is -7.2914 / -13.5962 eV.

These are the Löwdin partial charges, in e, on atoms 1 to 6: number 1, C, carries -0.0038; number 2, C, carries -0.2916; number 3, C, carries -0.1058; number 4, C, carries -0.1639; number 5, N, carries 0.1313; number 6, N, carries 0.2981

---

This record from the OMol25 dataset describes 2 unconnected molecules or ions with the total composition C4H15N2O2 at a distorted geometry. The level of theory is ωB97M-V/def2-TZVPD.

XYZ file:
```
23
Properties=species:S:1:pos:R:3:forces:R:3
C -1.078 -1.424 1.440 -1.9 -0.8 -1.5
O -1.878 -0.609 2.294 1.4 0.3 -0.2
C -0.826 -0.777 0.048 -1.7 -1.7 -1.8
C 0.480 -1.395 -0.574 -0.3 3.1 1.1
C 0.795 -0.730 -1.870 -0.2 -0.5 -2.5
N 1.145 0.707 -1.654 0.1 -0.6 2.6
N -0.707 0.733 0.121 -1.5 -0.9 -1.0
H -0.110 -1.808 1.800 -0.5 0.3 0.7
H -1.771 -2.279 1.169 1.2 0.6 0.8
H -1.360 0.202 2.471 -0.6 -0.6 0.3
H -1.714 -1.094 -0.687 1.8 1.2 1.6
H 1.250 -1.184 0.161 0.6 0.2 0.2
H 0.596 -2.421 -0.715 -0.9 -1.9 0.0
H 1.367 -1.413 -2.553 0.9 1.2 0.9
H -0.099 -0.748 -2.496 -0.5 0.5 0.3
H 1.948 0.907 -0.975 -1.5 -0.6 -1.6
H 1.149 1.411 -2.351 0.3 0.1 -1.5
H 0.132 1.011 -0.967 1.2 -0.5 0.3
H -0.150 0.832 0.953 0.1 1.1 0.3
H -1.644 1.236 0.158 1.6 -1.1 0.4
H 2.230 2.411 0.844 0.0 0.5 0.2
H 0.951 3.222 0.396 1.0 -0.5 -0.1
O 1.620 2.558 0.112 -0.6 0.7 0.5
```
Positions in Å, forces in eV/Å.

Its highest occupied orbital energy is -14.02 eV. For the HOMO-LUMO gap, the calculation gives 0.3965 hartree. As for the net charge: +1. For the energy above the lowest of the compared OMol25 structures with the same formula, charge and spin, the calculation gives 55.20 kcal per mole. The lowest unoccupied orbital energy is -3.2347 eV.

These are the Löwdin partial charges, in e, on atoms 1 to 6: number 1, C, carries -0.2181; number 2, O, carries -0.0474; number 3, C, carries -0.2983; number 4, C, carries -0.1525; number 5, C, carries -0.1967; number 6, N, carries 0.0618

---

This record from the OMol25 dataset describes 3 unconnected molecules or ions with the total composition C4H15N2O2. The level of theory is ωB97M-V/def2-TZVPD.

XYZ file:
```
23
Properties=species:S:1:pos:R:3:forces:R:3
C 2.063 1.912 1.438 0.2 -0.1 -0.6
C 0.611 1.454 1.464 0.1 0.8 0.1
C 0.265 0.465 0.392 0.2 -0.1 0.2
C 0.833 0.381 -0.812 0.0 0.0 0.0
N 0.527 -0.480 -1.806 -0.2 -0.6 -0.6
N -0.810 -0.496 0.729 0.2 0.0 0.7
H 2.704 1.041 1.440 0.3 -0.3 0.0
H 2.325 2.509 2.302 -0.1 0.2 0.1
H 2.304 2.474 0.535 0.0 0.1 0.1
H 0.477 1.062 2.472 -0.4 -0.4 0.0
H -0.026 2.346 1.396 -0.1 -0.2 0.1
H 1.623 1.078 -1.029 0.3 0.1 0.0
H -0.330 -0.994 -1.868 -0.2 0.1 0.3
H 1.093 -0.601 -2.625 0.3 0.4 0.1
H -1.706 -0.162 0.380 -0.3 0.0 -0.2
H -0.624 -1.466 0.393 0.2 0.1 -0.1
H -0.843 -0.574 1.758 -0.2 0.1 -0.5
H 1.021 -3.261 0.378 -0.5 -0.2 0.0
H -0.445 -3.844 0.523 0.3 -0.3 0.1
O 0.079 -3.104 0.206 0.1 0.5 -0.1
H -3.520 0.371 -1.124 -0.2 0.3 -0.3
H -2.593 1.443 -1.784 -0.2 -0.2 0.1
O -2.674 0.505 -1.564 0.4 -0.2 0.4
```
Positions in Å, forces in eV/Å.

Its highest occupied orbital energy is -12.06 eV. For the HOMO-LUMO gap, the calculation gives 0.3329 hartree. As for the net charge: +1. For the energy above the lowest of the compared OMol25 structures with the same formula, charge and spin, the calculation gives 18.83 kcal per mole. The lowest unoccupied orbital energy is -2.9968 eV.

These are the Löwdin partial charges, in e, on atoms 1 to 6: number 1, C, carries -0.0978; number 2, C, carries -0.2153; number 3, C, carries -0.2594; number 4, C, carries -0.1367; number 5, N, carries 0.1064; number 6, N, carries 0.2119

---

This record from the OMol25 dataset describes 3 unconnected molecules or ions with the total composition C4H15N2O2 at a distorted geometry. The level of theory is ωB97M-V/def2-TZVPD.

XYZ file:
```
23
Properties=species:S:1:pos:R:3:forces:R:3
C -1.133 0.975 -0.582 0.1 1.9 0.4
C 0.169 1.283 -1.235 3.6 0.9 -1.5
C 1.351 0.362 -0.780 -0.8 0.5 0.0
C 2.271 0.743 0.087 -0.3 -0.5 -0.1
N 1.282 -0.966 -1.289 -0.1 0.0 -1.8
N -1.420 -0.495 -0.566 1.6 -3.1 1.4
H -1.155 1.579 0.321 0.1 -1.7 1.1
H -1.896 1.547 -1.062 -1.0 -0.5 -1.2
H 0.098 1.211 -2.329 -0.2 -0.6 0.0
H 0.614 2.385 -1.240 -1.6 -2.1 1.0
H 3.062 0.109 0.389 0.7 -0.8 0.0
H 2.241 1.626 0.649 -0.3 1.4 0.2
H 2.120 -1.546 -1.175 -0.4 0.5 0.5
H 1.156 -0.923 -2.316 0.1 0.0 0.6
H -2.394 -0.756 -0.640 -0.5 0.4 -0.8
H -0.786 -1.051 -1.287 -1.3 1.4 1.4
H -1.196 -1.123 0.325 0.4 2.1 -1.5
H -0.902 -3.185 1.967 -2.3 -0.3 3.6
H 0.481 -3.582 1.465 -2.7 1.4 -0.9
O -0.424 -3.136 1.208 4.8 -0.8 -2.7
H -0.680 1.280 3.096 0.1 -0.9 -0.2
H -1.508 2.286 2.590 -1.0 1.7 -0.2
O -1.353 1.379 2.405 0.9 -0.8 0.7
```
Positions in Å, forces in eV/Å.

Its highest occupied orbital energy is -12.40 eV. For the HOMO-LUMO gap, the calculation gives 0.3484 hartree. As for the net charge: +1. For the energy above the lowest of the compared OMol25 structures with the same formula, charge and spin, the calculation gives 59.14 kcal per mole. The lowest unoccupied orbital energy is -2.9195 eV.

These are the Löwdin partial charges, in e, on atoms 1 to 6: number 1, C, carries -0.1856; number 2, C, carries -0.1455; number 3, C, carries -0.3972; number 4, C, carries 0.0614; number 5, N, carries 0.0482; number 6, N, carries 0.1705